1.
ORCA calculation (the ωB97M-V functional and the def2-TZVPD basis) on a molecular structure, C32H40BCl5F2LaN4O3P.

Geometry as XYZ:
```
89
Properties=species:S:1:pos:R:3:mulliken_charge:R:1
La 0.13075 -0.20697 -0.27502 0.464
O -1.60978 -2.76035 -3.72925 -0.819
C -2.58185 -1.90198 -4.14072 0.484
C -3.22014 -2.18169 -5.34598 -0.657
C -4.20592 -1.33643 -5.83704 -0.268
C -4.55620 -0.19881 -5.11640 -0.716
C -3.91921 0.08120 -3.91844 -0.696
C -2.92587 -0.75170 -3.38825 0.162
C -2.27759 -0.42947 -2.09163 0.899
O -1.34306 -1.30830 -1.64049 -0.748
N -2.63032 0.65394 -1.47841 -0.901
N -1.95000 0.98849 -0.32008 1.344
C -2.84812 1.64261 0.57696 -1.719
C -2.60152 2.18533 1.78741 1.438
C -3.71113 2.82643 2.52026 -1.522
C -3.59982 3.37598 3.75532 -0.368
C -2.37382 3.37140 4.47793 -0.906
C -1.28222 2.76750 3.84263 -0.528
C -1.36299 2.23000 2.58065 0.380
O -0.19667 1.56565 2.01439 0.775
H -1.29290 -2.34014 -2.84862 0.291
H -2.91604 -3.07357 -5.88248 0.386
H -4.69308 -1.56380 -6.77983 0.342
H -5.32272 0.47032 -5.48898 0.372
H -4.16890 0.96250 -3.34262 0.434
H -3.88516 1.68195 0.25023 0.059
H -4.67343 2.84192 2.01806 0.254
H -4.48679 3.82172 4.20249 0.315
H -2.27879 3.79071 5.47158 0.355
H -0.34061 2.71529 4.37547 0.309
Cl -2.10120 -1.29939 2.28990 -0.143
C -0.59016 -2.15623 2.51886 1.270
C 0.40946 -1.93585 1.58146 -2.214
C 1.58569 -2.60935 1.79565 1.621
Cl 2.93195 -2.26565 0.67244 -0.268
C 1.79981 -3.50962 2.83600 -0.688
Cl 3.28560 -4.38693 3.00353 -0.226
C 0.77506 -3.68488 3.76522 0.907
Cl 0.99822 -4.76022 5.09981 -0.235
C -0.42546 -2.98888 3.62670 -0.534
Cl -1.66837 -3.18426 4.80950 -0.215
N 1.36570 -2.01754 -2.21978 -0.534
H 2.34209 -1.96747 -2.48519 0.169
H 0.79151 -1.92380 -3.05255 0.209
H 1.19824 -2.94895 -1.85381 0.246
C 2.33855 3.96006 0.07354 -2.238
C 3.35084 3.49053 -0.98881 2.680
C 4.00442 4.71973 -1.63105 -2.054
C 4.43747 2.71711 -0.22757 -2.028
P 2.47459 2.25279 -2.13780 -0.974
N 1.55204 1.31574 -1.34068 1.051
C 3.81643 1.29171 -3.07549 2.812
C 4.32948 0.16583 -2.16419 -1.847
C 3.12533 0.62216 -4.27243 -1.985
C 5.01514 2.08823 -3.60188 -2.001
C 1.48340 3.20745 -3.44030 2.628
C 0.62464 4.25681 -2.71894 -1.990
C 0.49218 2.22886 -4.09063 -2.285
C 2.28285 3.90782 -4.54439 -2.021
H 2.88413 4.30245 0.95613 0.627
H 1.67798 3.14087 0.35367 0.254
H 1.71713 4.78240 -0.26600 0.243
H 4.53518 5.28405 -0.85535 0.532
H 3.26794 5.39404 -2.06821 0.271
H 4.73453 4.46479 -2.40288 0.272
H 4.77509 3.33392 0.61042 0.662
H 5.31228 2.50244 -0.84685 0.290
H 4.04925 1.78218 0.17514 0.215
H 3.50594 -0.25801 -1.58735 0.066
H 5.09349 0.50171 -1.46548 0.276
H 4.77687 -0.61648 -2.78593 0.536
H 2.18920 0.15160 -3.97453 0.112
H 3.78998 -0.14832 -4.67558 0.666
H 2.91101 1.32534 -5.07954 0.278
H 5.63596 2.47899 -2.79348 0.275
H 4.72343 2.92241 -4.24201 0.255
H 5.64914 1.42290 -4.20065 0.526
H 0.08409 3.81946 -1.88008 0.236
H -0.11254 4.63814 -3.42970 0.679
H 1.20636 5.10892 -2.36734 0.263
H 0.05162 1.56840 -3.34332 0.433
H 0.94918 1.62209 -4.87346 0.247
H -0.31684 2.80220 -4.54781 0.567
H 3.02930 4.60480 -4.15749 0.247
H 1.59124 4.48609 -5.16738 0.544
H 2.78912 3.19924 -5.20473 0.281
F 1.95597 0.81929 1.80830 -0.136
B 1.07451 1.65405 2.40813 0.233
F 1.59752 2.49591 3.30814 -0.281
```

The calculation puts the gap between HOMO and LUMO at 2.645 eV. The calculation puts the HOMO energy at 1.170 eV. As for the calculated total energy: -4586.85964 hartree. Its net charge is -2.

***

2.
ORCA calculation (the ωB97M-V functional and the def2-TZVPD basis) on 8 unconnected molecules or ions with the total composition C32H40BN5O10.

Geometry as XYZ:
```
88
Properties=species:S:1:pos:R:3:mulliken_charge:R:1
N -0.44517 0.23996 0.57936 2.152
H -0.74838 0.50925 -0.37670 0.628
H 0.57725 0.38411 0.66639 0.100
H -0.69753 -0.76290 0.73929 0.008
H -0.95990 0.78953 1.27000 0.446
O 0.43832 -1.78452 -1.64902 -0.195
C 1.02647 -1.78522 -2.69831 0.647
O 2.30809 -1.58432 -2.92135 -0.615
B 2.54737 -1.66246 -4.40317 1.245
O 1.29867 -2.19691 -4.96377 -0.537
C 0.36523 -2.22630 -4.03107 0.187
O -0.77780 -2.55792 -4.14389 -0.598
O 2.86876 -0.33322 -4.94932 -0.458
C 4.12197 -0.34024 -5.40145 0.597
O 4.69230 0.57876 -5.90859 -0.610
C 4.70043 -1.75346 -5.15127 0.511
O 3.70541 -2.50468 -4.67799 -0.505
O 5.82810 -2.09349 -5.33638 -0.576
C 4.36352 0.61312 1.91544 -0.761
C 4.49251 -0.19651 0.61320 -0.714
C 3.07409 -0.13799 0.00741 -0.240
O 2.26040 0.51884 0.97329 -0.545
C 3.09695 1.42393 1.69772 -0.252
H 5.24700 1.20730 2.14598 0.370
H 4.20211 -0.07986 2.74286 0.296
H 4.82198 -1.21483 0.81998 0.287
H 5.22827 0.18560 -0.09533 0.405
H 2.67156 -1.12147 -0.22743 0.141
H 3.06292 0.41173 -0.93908 0.043
H 2.57800 1.69444 2.61289 0.162
H 3.28118 2.30859 1.07701 0.097
C 0.67101 4.67446 3.15377 -0.673
C 1.41643 4.89807 1.83436 -0.445
C 0.56852 4.09232 0.86286 -0.516
O 0.22736 2.92072 1.59248 -0.200
C 0.00861 3.29641 2.95608 -0.385
H -0.08235 5.44108 3.32993 0.317
H 1.35927 4.68177 3.99808 0.277
H 2.41180 4.45716 1.88720 0.170
H 1.49360 5.95376 1.57913 0.415
H 1.08005 3.80768 -0.05437 0.150
H -0.34668 4.63966 0.59904 0.376
H 0.43728 2.52210 3.59582 0.272
H -1.07044 3.31007 3.13233 0.265
N -1.02994 -2.43866 1.32288 -0.272
C -2.18483 -2.93639 1.74199 -0.234
C -2.33402 -4.24185 2.18240 -1.044
C -1.23137 -5.08056 2.12403 -0.112
C -0.01864 -4.55052 1.70676 -1.000
C 0.03816 -3.24019 1.27378 -0.196
H -3.01379 -2.23493 1.73011 0.516
H -3.30376 -4.61694 2.47967 0.411
H -1.34202 -6.10753 2.44580 0.402
H 0.83510 -5.20683 1.58455 0.409
H 0.95084 -2.76672 0.93335 0.291
N -3.09106 -0.52375 -0.63702 0.347
C -2.85686 -1.48802 -1.52784 0.108
C -3.83666 -1.99089 -2.36550 -1.025
C -5.12794 -1.49267 -2.25747 -0.295
C -5.38124 -0.51472 -1.30769 -0.748
C -4.33986 -0.07998 -0.50318 -0.382
H -1.83354 -1.84596 -1.58140 0.279
H -3.62296 -2.73051 -3.12567 0.513
H -5.93742 -1.85044 -2.87977 0.404
H -6.35941 -0.06244 -1.19725 0.420
H -4.47777 0.64392 0.29328 0.335
N -2.03292 0.42265 3.07176 0.043
C -1.17115 -0.28423 3.79756 -0.106
C -1.51214 -0.99428 4.93991 -0.781
C -2.83462 -0.97224 5.34382 -0.324
C -3.74724 -0.24311 4.59866 -0.587
C -3.29887 0.43955 3.48272 -0.483
H -0.13725 -0.28163 3.45878 0.311
H -0.73887 -1.52272 5.47901 0.451
H -3.11489 -1.50125 6.24604 0.404
H -4.78445 -0.22457 4.90451 0.441
H -3.98649 1.02437 2.88105 0.399
N -0.56671 1.28074 -2.09313 -0.140
C 0.66855 1.71879 -2.29959 0.092
C 1.17279 2.04234 -3.54944 -0.885
C 0.34592 1.88870 -4.64990 -0.277
C -0.96099 1.48292 -4.43675 -0.818
C -1.38122 1.22125 -3.14447 -0.316
H 1.33347 1.81903 -1.44541 0.132
H 2.18514 2.41317 -3.62888 0.428
H 0.70859 2.08504 -5.64985 0.393
H -1.65556 1.41202 -5.26287 0.426
H -2.39664 0.90587 -2.93283 0.330
```

The calculation puts the gap between HOMO and LUMO at 9.360 eV. The calculation puts the HOMO energy at -9.143 eV. As for the calculated total energy: -2294.64691 hartree.

***

3.
ORCA calculation (the ωB97M-V functional and the def2-TZVPD basis) on a molecular structure, C32H40BrN5O6PSV.

Geometry as XYZ:
```
87
Properties=species:S:1:pos:R:3:lowdin_spin:R:1
V 0.71295 -0.06522 0.31109 2.754
O -2.31701 3.65106 -2.49721 0.000
C -2.09360 4.59509 -1.54099 0.000
C -2.70985 5.84099 -1.60806 0.000
C -2.41654 6.82166 -0.67396 0.000
C -1.49522 6.56339 0.32702 0.000
C -0.89218 5.30716 0.38915 0.000
C -1.18616 4.30221 -0.51781 0.001
C -0.54188 2.92726 -0.39513 0.005
O 0.52110 2.98903 0.53150 0.025
N -1.55835 1.96743 -0.09100 0.009
N -1.01563 0.63813 0.06726 -0.014
C -2.14554 -0.24311 0.10610 0.010
C -2.35424 -1.20852 1.02698 0.002
Br -0.90459 -1.24125 2.38805 0.016
C -3.36263 -2.17670 1.26414 0.001
C -4.39187 -2.56054 0.36921 0.001
C -5.47150 -3.37044 0.83881 0.000
C -6.51304 -3.76909 0.02716 0.000
C -6.55879 -3.42052 -1.32835 0.001
C -5.50941 -2.64883 -1.82274 0.000
C -4.46717 -2.21473 -1.01500 0.001
H -3.02353 3.95397 -3.07686 0.000
H -3.41659 6.04079 -2.40804 0.000
H -2.90676 7.78612 -0.73816 0.000
H -1.25016 7.32402 1.05837 0.000
H -0.18211 5.06791 1.17129 0.000
H -0.14582 2.64187 -1.38318 0.002
H -1.98454 2.22263 0.79989 -0.001
H -2.99468 0.07584 -0.48504 0.000
H -3.39530 -2.60619 2.25817 0.000
H -5.46370 -3.66963 1.88327 0.000
H -7.30882 -4.37490 0.45100 0.000
H -7.38016 -3.73039 -1.96295 0.000
H -5.50777 -2.36418 -2.87114 0.000
H -3.66885 -1.63376 -1.45413 0.000
C 4.78716 3.29767 -1.51000 0.000
N 4.96435 2.02789 -0.70409 0.001
C 5.19798 2.42147 0.74850 0.000
N 4.14600 3.23252 1.24640 0.003
C 3.95247 4.40537 0.39702 0.000
N 3.71082 4.06787 -1.00581 0.000
C 2.37002 3.47218 -1.21805 0.004
P 1.95174 2.03244 -0.07263 0.063
C 3.69903 1.20112 -0.81323 0.005
C 2.87920 2.49384 1.47301 0.014
H 4.61077 2.99707 -2.54108 0.000
H 5.72462 3.85367 -1.43340 0.000
H 5.78930 1.52764 -1.03896 0.000
H 6.15011 2.95752 0.76641 0.000
H 5.27376 1.49366 1.31263 0.000
H 4.84332 5.03764 0.45367 0.000
H 3.09422 4.96264 0.76923 0.000
H 2.31221 3.13804 -2.25802 0.000
H 1.63610 4.26292 -1.07975 0.000
H 3.54969 1.00575 -1.87845 0.001
H 3.88341 0.25890 -0.30904 0.001
H 3.09465 1.57842 2.02656 0.004
H 2.22756 3.10965 2.08956 0.001
C -3.14770 -6.78909 -0.50107 0.000
C -2.05495 -5.75666 -0.43617 0.000
C -1.17209 -5.70756 0.63620 0.000
C -0.14484 -4.77775 0.67802 0.000
C -0.00872 -3.89112 -0.37755 0.001
C -0.90407 -3.88407 -1.43461 0.000
C -1.92174 -4.82070 -1.45499 0.000
S 1.42115 -2.89523 -0.50852 0.006
O 2.47979 -3.71380 -1.03125 0.003
O 1.12583 -1.67700 -1.27586 0.033
O 1.69260 -2.53802 0.95630 0.023
H -3.12020 -7.44892 0.36716 0.000
H -3.04615 -7.40323 -1.39883 0.000
H -4.12353 -6.30430 -0.53475 0.000
H -1.29049 -6.40771 1.45564 0.000
H 0.54403 -4.74523 1.51059 0.000
H -0.80412 -3.15020 -2.22407 0.000
H -2.64183 -4.81075 -2.26521 0.000
C 2.66467 -1.92935 3.56746 0.002
O 2.27820 -0.93458 2.62250 0.016
C 2.52264 -1.15327 1.26172 0.006
C 3.93920 -1.65265 1.05856 -0.002
H 2.37123 -2.92606 3.23600 0.000
H 2.13631 -1.69822 4.49046 0.000
H 3.74023 -1.91461 3.76156 0.000
H 4.63752 -0.92425 1.48467 0.000
H 4.16315 -1.78200 -0.00212 0.000
H 4.11531 -2.61814 1.53897 -0.001
```

The spin multiplicity is 4. The calculation puts the gap between HOMO and LUMO (spin up / spin down) at 3.244 / 3.325 eV. The calculation puts the HOMO energy (spin up / spin down) at -1.664 / -1.746 eV. As for the calculated total energy: -6225.99553 hartree. Its net charge is -1.

***

Number 1: largest force on an atom 0.026 Eh/bohr. Number 2: largest force on an atom 0.019 Eh/bohr. Number 3: largest force on an atom 0.035 Eh/bohr.